18
Properties=species:S:1:pos:R:3:lowdin_charge:R:1 method="wB97M-V/def2-TZVPD" homo_lumo_gap_ev=9.383 smiles="C=N/C=C/C.O.O" de_lowest_ev=3.823 charge=0 spin_multiplicity=1 lumo_energy_ha=0.0101
C -2.64 -0.72 -1.46 -0.09
C -1.61 0.02 -0.56 -0.12
C -0.57 0.79 -0.99 -0.21
N 0.39 1.29 -0.09 -0.04
C 1.43 1.99 -0.46 -0.06
H -2.16 -0.82 -2.46 0.09
H -3.45 -0.04 -1.40 0.06
H -2.96 -1.64 -1.06 0.05
H -1.54 -0.49 0.37 0.08
H -0.80 1.31 -1.96 0.12
H 1.70 2.25 -1.51 0.08
H 2.25 1.83 0.25 0.06
H -0.50 -2.44 6.52 0.05
H 0.82 -1.57 6.43 0.10
O 0.00 -1.76 7.07 -0.15
H 3.18 0.63 -2.35 -0.02
H 3.32 -0.79 -3.19 0.04
O 3.14 0.15 -3.15 -0.04

26
Properties=species:S:1:pos:R:3:lowdin_charge:R:1 method="wB97M-V/def2-TZVPD" homo_lumo_gap_ev=10.058 smiles="C=CC[C@](C)(C#N)c1ccccc1" de_lowest_ev=2.666 charge=0 spin_multiplicity=1 lumo_energy_ha=0.0292
C -2.98 -0.58 -0.76 -0.10
C -2.18 -1.49 -1.38 -0.06
C -2.52 0.28 0.20 -0.10
C -0.89 -1.60 -0.92 -0.01
C -1.27 0.16 0.69 -0.06
C -0.40 -0.75 0.08 -0.15
C 1.87 -1.73 -0.44 -0.17
C 0.66 2.03 -1.60 0.03
C 1.34 0.94 -1.15 -0.21
C 1.10 -0.81 0.54 -0.40
C 1.38 -1.12 1.96 -0.03
C 1.65 0.63 0.23 -0.20
N 2.28 -2.58 -1.08 0.18
H -4.12 -0.70 -0.91 0.14
H -2.55 -1.98 -2.16 0.07
H -3.24 1.00 0.68 0.13
H -0.33 -2.27 -1.39 0.06
H -0.81 0.92 1.32 0.12
H 0.56 2.27 -2.69 0.06
H 0.26 2.88 -0.96 0.08
H 1.55 0.20 -1.86 0.09
H 1.28 -2.12 2.18 0.07
H 0.74 -0.60 2.65 0.09
H 2.35 -0.69 2.20 0.09
H 2.77 0.60 0.54 0.15
H 1.45 1.47 0.95 0.13

98
Properties=species:S:1:pos:R:3:lowdin_charge:R:1 method="wB97M-V/def2-TZVPD" homo_lumo_gap_ev=7.993 smiles="CCCCOC1=C(B(O)N(C)C)C(=O)c2c(c(F)c(OCCNC[C@@H](C)O)c(CCF)c2P(O)(O)=S)C1=O.C[C@@H]1COC(=O)O1.C[C@@H]1COC(=O)O1" charge=0 spin_multiplicity=1 lumo_energy_ha=-0.0373
C 1.28 -5.47 -1.38 -0.11
C 0.62 -4.45 -0.42 -0.23
C 0.71 -3.04 -1.08 -0.18
C -0.43 -2.86 -2.08 -0.16
O -0.58 -1.51 -2.57 0.00
C -1.28 -0.68 -1.79 -0.15
C -1.81 0.43 -2.33 0.08
B -1.70 0.86 -3.85 -0.49
O -2.50 1.93 -4.30 0.11
N -0.79 0.25 -4.82 -0.09
C 0.58 0.62 -4.38 -0.08
C -0.99 0.73 -6.18 -0.10
C -2.56 1.40 -1.42 -0.29
O -3.62 1.90 -1.70 0.11
C -1.85 1.62 -0.07 -0.06
C -1.34 0.46 0.49 0.01
C -0.72 0.54 1.70 -0.14
F -0.20 -0.56 2.23 0.14
C -0.61 1.75 2.35 -0.20
O 0.06 1.72 3.55 -0.04
C 1.38 2.28 3.48 -0.14
C 2.05 2.28 2.10 -0.17
N 3.48 2.61 2.33 -0.07
C 4.34 2.00 1.32 -0.20
C 5.74 2.70 1.33 -0.43
C 6.16 2.95 2.79 -0.05
O 6.73 1.88 0.75 -0.04
C -1.12 2.91 1.82 -0.13
C -1.01 4.22 2.60 -0.08
C -1.33 4.02 4.11 -0.18
F -2.09 5.06 4.62 -0.04
C -1.74 2.85 0.56 -0.16
P -2.39 4.35 -0.27 0.25
O -2.14 4.20 -1.86 -0.19
O -1.49 5.65 0.11 -0.21
S -4.25 4.58 0.12 0.33
C -1.48 -0.85 -0.29 -0.21
O -1.78 -1.87 0.29 0.16
H 2.31 -5.16 -1.52 0.07
H 1.28 -6.48 -0.94 0.08
H 0.78 -5.47 -2.35 0.06
H 1.20 -4.36 0.51 0.11
H -0.43 -4.69 -0.20 0.11
H 0.68 -2.32 -0.25 0.10
H 1.68 -2.91 -1.57 0.12
H -0.15 -3.46 -2.96 0.13
H -1.37 -3.29 -1.73 0.13
H -1.90 2.69 -4.32 0.11
H 0.69 0.55 -3.29 0.08
H 0.83 1.65 -4.67 0.09
H 1.31 -0.10 -4.80 0.09
H -2.04 0.73 -6.49 0.09
H -0.52 1.71 -6.38 0.09
H -0.48 0.03 -6.86 0.09
H 1.42 3.31 3.86 0.11
H 2.04 1.69 4.14 0.13
H 2.00 1.33 1.57 0.13
H 1.65 3.09 1.47 0.12
H 3.57 3.61 2.26 0.11
H 3.91 2.08 0.30 0.12
H 4.55 0.94 1.52 0.13
H 5.62 3.65 0.79 0.14
H 5.81 2.10 3.38 0.08
H 7.24 3.11 2.87 0.08
H 5.64 3.85 3.14 0.07
H 6.37 1.36 0.02 0.09
H -1.84 4.82 2.25 0.08
H -0.04 4.70 2.44 0.13
H -1.82 3.05 4.25 0.11
H -0.36 4.03 4.63 0.11
H -2.39 5.03 -2.29 0.09
H -2.10 6.20 0.63 0.06
C -5.33 1.75 4.77 -0.02
C -5.25 2.32 6.17 -0.33
C -3.87 2.32 6.76 -0.10
O -4.12 2.22 8.16 0.06
C -5.32 1.58 8.30 -0.56
O -5.74 1.17 9.33 0.17
O -5.96 1.49 7.11 0.08
H -6.34 1.86 4.37 0.09
H -4.64 2.26 4.10 0.08
H -5.11 0.68 4.78 0.09
H -5.70 3.31 6.19 0.16
H -3.32 3.24 6.53 0.13
H -3.26 1.46 6.45 0.14
C 0.65 -7.76 -6.22 -0.02
C 1.97 -7.28 -5.69 -0.33
C 3.06 -8.33 -5.71 -0.10
O 3.89 -7.93 -4.61 0.07
C 3.10 -7.26 -3.73 -0.54
O 3.43 -6.96 -2.63 0.16
O 1.89 -6.98 -4.29 0.07
H -0.07 -6.94 -6.26 0.09
H 0.75 -8.17 -7.22 0.09
H 0.21 -8.52 -5.57 0.09
H 2.29 -6.38 -6.21 0.16
H 3.63 -8.33 -6.64 0.14
H 2.69 -9.34 -5.52 0.14

17
Properties=species:S:1:pos:R:3:mulliken_spin:R:1 method="wB97M-V/def2-TZVPD" homo_lumo_gap_ev="8.979 / 6.525" de_lowest_ev=1.056 charge=-1 spin_multiplicity=2 lumo_energy_ha="0.1532 / 0.0645"
C -0.42 -0.75 -1.54 0.00
N -0.88 0.45 -0.91 0.92
C 1.95 1.15 0.14 0.00
N 0.85 1.41 0.83 0.01
O 1.97 0.48 -0.91 0.00
H -1.25 -1.22 -2.08 0.00
H -0.03 -1.44 -0.79 0.06
H 0.37 -0.53 -2.28 0.03
H -1.79 0.23 -0.41 -0.03
H 1.01 2.10 1.55 0.00
H -0.14 0.77 -0.24 -0.05
H -1.11 -1.26 1.14 0.00
H 2.93 1.54 0.48 0.00
O -2.54 -0.70 0.57 0.03
H -3.38 -0.94 0.98 0.01
H 0.13 -0.36 1.19 0.00
O -0.13 -1.30 1.31 0.01

18
Properties=species:S:1:pos:R:3:lowdin_charge:R:1 method="wB97M-V/def2-TZVPD" homo_lumo_gap_ev=10.821 smiles=CC[C@@H](C)OC de_lowest_ev=0.554 charge=0 spin_multiplicity=1 lumo_energy_ha=0.0430
C -0.96 -1.90 0.31 -0.10
C -1.33 -0.43 0.14 -0.21
C -0.12 0.41 -0.27 -0.45
C -0.46 1.89 -0.46 -0.04
O 0.87 0.28 0.75 -0.18
C 2.17 0.07 0.28 -0.11
H -0.56 -2.31 -0.63 0.08
H -0.19 -2.00 1.07 0.07
H -1.82 -2.50 0.60 0.07
H -1.73 -0.03 1.08 0.12
H -2.11 -0.30 -0.63 0.11
H 0.28 0.00 -1.21 0.14
H -1.22 2.01 -1.24 0.08
H 0.43 2.45 -0.76 0.08
H -0.83 2.31 0.48 0.09
H 2.83 0.03 1.15 0.09
H 2.25 -0.88 -0.27 0.09
H 2.51 0.89 -0.38 0.09

9
Properties=species:S:1:pos:R:3:lowdin_charge:R:1 method="wB97M-V/def2-TZVPD" homo_lumo_gap_ev=10.961 smiles=Cl[C@@H]1C[C@H]1Cl de_lowest_ev=2.005 charge=0 spin_multiplicity=1 lumo_energy_ha=0.0373
C 0.33 -0.70 0.27 -0.88
C -1.04 -0.57 0.53 -0.21
C -0.20 0.61 -0.15 -0.76
H 1.12 -0.98 0.92 0.09
H -1.89 -1.09 0.24 0.06
H -1.45 -0.26 1.63 0.15
H 0.02 0.72 -1.33 0.14
Cl 0.50 -1.74 -1.01 0.75
Cl -0.04 2.07 0.69 0.65

13
Properties=species:S:1:pos:R:3:lowdin_charge:R:1 method="wB97M-V/def2-TZVPD" homo_lumo_gap_ev="7.753 / 7.440" de_lowest_ev=4.674 charge=0 spin_multiplicity=1 lumo_energy_ha="0.0015 / 0.0016"
C 2.00 0.34 -0.24 -0.18
C 0.76 0.15 0.50 -0.42
C -0.23 -0.85 0.28 -0.03
O 0.93 1.13 -0.53 -0.05
O -2.61 1.37 -0.79 -0.45
P -2.50 0.79 0.69 0.81
H 2.82 0.79 0.41 0.13
H 2.36 -0.34 -0.99 0.11
H 0.87 0.57 1.47 0.12
H -0.76 -1.32 1.06 0.00
H -0.52 -1.16 -0.77 0.09
H -2.05 2.10 -1.01 0.02
H -3.54 -0.04 0.43 -0.15

70
Properties=species:S:1:pos:R:3:lowdin_charge:R:1 method="wB97M-V/def2-TZVPD" homo_lumo_gap_ev=5.171 charge=-1 spin_multiplicity=1 lumo_energy_ha=0.0754
Na -0.19 -0.08 -0.54 0.19
N 0.11 -1.95 -1.86 -0.02
C -0.86 -3.02 -1.82 -0.26
C -1.84 -2.84 -0.65 -0.18
N -2.20 -1.47 -0.32 -0.18
C -3.25 -0.92 -1.15 -0.18
C -2.73 -0.35 -2.47 -0.25
N -1.73 0.67 -2.22 0.02
C -2.48 -1.35 1.10 -0.19
C -1.20 -1.22 1.92 -0.25
N -0.59 0.07 1.68 0.03
H 0.72 -2.10 -2.66 0.08
H 0.76 -1.98 -1.03 0.00
H -0.40 -4.01 -1.68 0.10
H -1.40 -3.05 -2.77 0.09
H -1.36 -3.26 0.23 0.10
H -2.74 -3.45 -0.85 0.12
H -3.73 -0.11 -0.61 0.11
H -4.03 -1.67 -1.38 0.12
H -3.61 0.03 -3.03 0.11
H -2.27 -1.13 -3.06 0.09
H -2.13 1.43 -1.67 0.05
H -1.42 1.08 -3.09 0.09
H -3.07 -2.20 1.47 0.12
H -3.05 -0.43 1.27 0.11
H -0.49 -1.99 1.62 0.09
H -1.46 -1.39 2.99 0.12
H 0.31 0.10 2.13 0.09
H -1.15 0.82 2.07 0.06
C 3.25 4.47 -3.38 -0.13
C 2.11 5.19 -3.05 -0.12
C 1.17 4.68 -2.18 -0.05
C 1.33 3.41 -1.62 -0.24
C 2.47 2.68 -1.98 -0.05
C 3.42 3.21 -2.83 -0.11
C 0.39 2.84 -0.67 -0.16
C -0.62 3.47 -0.10 -0.04
C -1.48 3.10 0.92 -0.31
C -1.08 3.29 2.28 -0.08
C -1.94 3.08 3.32 -0.14
C -3.24 2.63 3.11 -0.15
C -3.66 2.43 1.80 -0.15
C -2.82 2.67 0.73 -0.09
H 4.00 4.89 -4.04 0.09
H 1.96 6.17 -3.49 0.09
H 0.29 5.26 -1.94 0.10
H 2.62 1.70 -1.56 0.10
H 4.31 2.63 -3.07 0.09
H 0.65 1.78 -0.39 0.08
H -0.07 3.64 2.46 0.11
H -1.60 3.25 4.34 0.09
H -3.92 2.46 3.94 0.08
H -4.68 2.09 1.61 0.09
H -3.20 2.58 -0.28 0.09
C 2.16 -4.53 0.64 -0.25
Ge 2.87 -2.72 1.20 0.72
C 4.86 -3.13 1.37 -0.25
C 2.24 -2.59 3.11 -0.24
C 2.20 -1.30 0.10 -0.37
H 2.63 -5.32 1.21 0.00
H 2.33 -4.72 -0.41 0.00
H 1.08 -4.59 0.81 -0.01
H 5.08 -4.01 1.96 -0.01
H 5.40 -2.29 1.81 -0.01
H 5.28 -3.29 0.37 -0.01
H 2.70 -3.35 3.73 0.00
H 1.17 -2.72 3.18 -0.01
H 2.48 -1.62 3.54 0.00
H 2.84 -1.28 -0.80 -0.06
H 2.47 -0.37 0.64 -0.06

69
Properties=species:S:1:pos:R:3:lowdin_charge:R:1 method="wB97M-V/def2-TZVPD" homo_lumo_gap_ev=6.274 charge=+2 spin_multiplicity=1 lumo_energy_ha=-0.2875
Na -4.18 -5.35 -14.53 0.77
Na -4.32 -0.88 -14.63 0.87
Na -0.43 0.04 -14.68 0.70
C -0.04 -3.16 -13.48 -0.66
F -0.63 -2.82 -12.35 0.17
F 0.99 -2.37 -13.76 0.14
F 0.35 -4.42 -13.34 0.16
S -1.18 -3.12 -14.96 0.55
O -0.30 -2.99 -16.11 -0.26
O -1.95 -4.38 -14.92 -0.33
O -2.05 -1.95 -14.75 -0.39
C 2.78 -5.70 -15.84 -0.09
C 2.68 -4.25 -16.24 -0.10
O 3.99 -4.00 -16.77 0.06
C 4.73 -5.14 -16.82 -0.60
O 5.81 -5.21 -17.32 0.17
O 4.14 -6.06 -16.10 0.09
H 2.11 -6.36 -16.39 0.12
H 2.63 -5.91 -14.78 0.12
H 2.58 -3.54 -15.41 0.11
H 1.90 -4.04 -16.96 0.10
C 7.25 -5.43 -13.74 -0.03
O 5.93 -5.76 -13.30 0.01
C 5.02 -4.76 -13.18 -0.61
O 5.17 -3.58 -13.41 0.13
O 3.92 -5.30 -12.73 0.00
C 3.19 -4.53 -11.78 -0.03
H 7.28 -4.54 -14.38 0.09
H 7.67 -6.18 -14.40 0.10
H 7.84 -5.11 -12.89 0.10
H 2.40 -5.19 -11.41 0.10
H 2.83 -3.60 -12.20 0.07
H 3.66 -4.31 -10.82 0.11
C 0.81 -3.17 -19.51 -0.05
O -0.06 -4.24 -19.80 0.03
C -1.34 -4.25 -19.42 -0.59
O -1.97 -5.27 -19.44 0.15
O -1.83 -3.07 -19.04 -0.01
C -3.16 -2.95 -18.64 -0.05
H 0.64 -2.32 -20.18 0.10
H 1.84 -3.48 -19.65 0.11
H 0.62 -2.69 -18.54 0.06
H -3.38 -3.59 -17.77 0.08
H -3.87 -3.23 -19.41 0.11
H -3.36 -1.94 -18.30 0.09
C -3.33 -9.93 -18.14 -0.05
O -3.95 -8.90 -17.44 0.03
C -3.27 -7.83 -16.98 -0.54
O -3.79 -6.82 -16.56 0.08
O -1.96 -7.99 -17.13 0.03
C -1.09 -6.89 -16.97 -0.04
H -3.94 -10.83 -18.04 0.10
H -2.36 -10.25 -17.75 0.10
H -3.30 -9.80 -19.23 0.11
H -0.42 -6.68 -17.81 0.10
H -0.36 -7.09 -16.18 0.10
H -1.54 -5.92 -16.78 0.06
C 1.70 0.40 -18.09 0.00
O 2.81 0.63 -17.24 0.06
C 2.73 0.26 -15.99 -0.58
O 1.71 0.02 -15.37 0.03
O 3.95 0.17 -15.50 0.05
C 4.18 -0.26 -14.17 0.00
H 1.01 1.24 -18.01 0.10
H 1.19 -0.52 -17.80 0.08
H 2.06 0.43 -19.12 0.11
H 3.65 -1.17 -13.90 0.08
H 3.82 0.59 -13.59 0.11
H 5.22 -0.44 -13.89 0.11

24
Properties=species:S:1:pos:R:3:lowdin_charge:R:1 method="wB97M-V/def2-TZVPD" homo_lumo_gap_ev=9.809 smiles=NCCCCN.O.O de_lowest_ev=0.740 charge=0 spin_multiplicity=1 lumo_energy_ha=0.0308
C -1.53 -0.65 0.57 -0.23
C -0.16 -0.66 -0.13 -0.22
C 0.07 -1.91 -0.96 -0.32
N 1.45 -2.03 -1.36 0.00
C -2.10 0.72 0.94 -0.29
N -3.54 0.67 1.21 -0.02
H -1.43 -1.26 1.48 0.11
H -2.28 -1.25 0.03 0.11
H 0.57 -0.48 0.66 0.11
H -0.10 0.22 -0.78 0.11
H -0.67 -1.85 -1.77 0.11
H -0.22 -2.77 -0.38 0.11
H 1.66 -2.93 -1.75 0.06
H 1.80 -1.28 -1.94 0.08
H -1.59 1.07 1.84 0.10
H -1.91 1.43 0.14 0.10
H -4.08 1.15 0.50 0.05
H -3.88 -0.27 1.28 0.05
H 2.39 6.44 -1.20 0.03
H 1.77 5.09 -0.76 0.03
O 2.24 5.53 -1.47 -0.06
H 3.47 -2.25 0.92 0.02
H 4.26 -1.33 1.90 0.03
O 3.81 -1.36 1.05 -0.07

110
Properties=species:S:1:pos:R:3:mulliken_spin:R:1 method="wB97M-V/def2-TZVPD" homo_lumo_gap_ev=3.909 charge=0 spin_multiplicity=2 lumo_energy_ha=-0.0224
Y -3.64 -2.49 0.56 0.00
C 0.07 -3.50 -1.28 0.00
C 0.48 -2.03 -1.28 0.00
C 1.37 -1.90 -2.62 0.00
C 1.72 -0.43 -2.95 0.00
C 0.40 0.33 -3.19 0.00
C -0.56 0.27 -1.93 0.00
N -0.69 -1.10 -1.36 0.00
O -1.62 -1.21 -0.28 0.00
C -1.92 0.79 -2.41 0.00
C 0.00 1.26 -0.96 0.00
C 1.36 -1.76 -0.02 0.00
H -0.33 -3.88 -0.34 0.00
H 0.95 -4.14 -1.40 0.00
H -0.67 -3.70 -2.06 0.00
H 1.02 -2.20 -3.61 0.00
H 2.35 -2.34 -2.42 0.00
H 2.44 -0.40 -3.77 0.00
H 2.30 -0.03 -2.12 0.00
H 0.02 -0.01 -4.15 0.00
H 0.67 1.37 -3.40 0.00
H -2.55 1.24 -1.65 0.00
H -2.50 -0.08 -2.73 0.00
H -1.81 1.53 -3.20 0.00
H -0.75 1.47 -0.19 0.00
H 0.25 2.25 -1.34 0.00
H 0.89 0.87 -0.47 0.00
H 0.77 -1.47 0.85 0.00
H 2.12 -1.01 -0.25 0.00
H 1.90 -2.66 0.28 0.00
C 0.65 3.26 2.24 -0.02
C -0.01 4.19 3.30 0.01
C 0.03 5.61 2.73 0.01
C -0.88 6.66 3.31 0.00
C -2.31 6.22 3.30 0.00
C -2.44 4.85 4.11 0.00
N -1.41 3.81 3.57 0.28
O -1.66 2.42 4.03 0.66
C -3.91 4.37 3.79 0.02
C -2.45 5.12 5.66 0.01
C 0.99 4.21 4.56 0.03
H 1.53 3.83 1.94 0.00
H 0.05 3.06 1.35 0.01
H 1.04 2.34 2.66 0.01
H -0.02 5.56 1.64 0.00
H 0.93 6.15 3.01 0.00
H -0.78 7.47 2.60 0.00
H -0.56 6.97 4.31 0.00
H -2.69 6.06 2.29 0.00
H -2.92 6.95 3.84 0.00
H -4.30 4.01 2.84 0.00
H -4.58 5.04 4.32 0.00
H -4.07 3.44 4.35 0.00
H -1.45 5.05 6.08 0.00
H -3.13 4.53 6.28 0.00
H -2.57 6.18 5.86 0.00
H 0.99 3.23 5.03 0.00
H 0.62 4.92 5.30 0.00
H 2.03 4.34 4.23 0.00
O -0.09 -5.31 -3.91 0.00
H 0.82 -5.50 -4.16 0.00
H -0.42 -4.78 -4.64 0.00
O 4.69 -3.44 -1.24 0.00
H 5.10 -3.69 -0.41 0.00
H 3.78 -3.27 -1.03 0.00
O 0.98 3.57 -6.02 0.00
H 1.01 2.96 -5.28 0.00
H 1.34 3.08 -6.76 0.00
O -2.51 -0.77 -6.21 0.00
H -2.94 0.08 -6.34 0.00
H -2.06 -0.69 -5.37 0.00
O 1.99 -0.15 2.81 0.00
H 1.59 -0.96 3.12 0.00
H 2.71 0.02 3.41 0.00
O 3.10 -3.41 2.77 0.00
H 3.42 -4.31 2.83 0.00
H 2.26 -3.43 3.22 0.00
O -2.59 -6.12 -2.42 0.00
H -3.40 -6.33 -2.88 0.00
H -1.91 -6.19 -3.08 0.00
O -2.70 -4.58 -0.15 0.00
H -2.44 -4.95 -0.99 0.00
H -3.11 -5.31 0.32 0.00
O -2.00 -3.06 2.23 0.00
H -1.44 -3.83 2.10 0.00
H -1.65 -2.64 3.02 0.00
O 5.33 -1.81 -3.35 0.00
H 5.86 -2.49 -3.76 0.00
H 4.87 -2.26 -2.64 0.00
O -0.91 0.48 1.97 0.00
H -0.88 0.24 1.04 0.00
H 0.01 0.51 2.23 0.00
O -3.28 2.07 1.65 0.00
H -4.17 1.75 1.48 0.00
H -3.15 2.77 1.01 0.00
O -3.59 -2.57 -1.98 0.00
H -2.70 -2.51 -2.31 0.00
H -4.12 -2.84 -2.73 0.00
O 2.04 -6.89 -3.19 0.00
H 2.43 -7.69 -2.86 0.00
H 1.26 -6.76 -2.65 0.00
O 5.76 0.64 -1.76 0.00
H 5.00 0.71 -1.19 0.00
H 5.58 -0.12 -2.31 0.00
O 3.74 1.32 0.01 0.00
H 3.17 2.08 -0.10 0.00
H 3.52 0.98 0.88 0.00
O 0.25 -6.77 -1.06 0.00
H -0.62 -6.84 -1.47 0.00
H 0.27 -5.89 -0.69 0.00

10
Properties=species:S:1:pos:R:3:lowdin_charge:R:1 method="wB97M-V/def2-TZVPD" homo_lumo_gap_ev=9.138 smiles=Sc1ccoc1 de_lowest_ev=0.792 charge=0 spin_multiplicity=1 lumo_energy_ha=0.0315
C 0.62 0.02 -0.04 -0.64
C -0.18 -1.14 0.03 -0.10
C -1.45 -0.68 -0.06 -0.14
C -0.24 1.13 0.01 -0.12
H 2.70 1.22 0.08 -0.14
H 0.20 -2.17 0.03 0.12
H -2.44 -1.15 0.01 0.14
H -0.10 2.18 0.04 0.11
O -1.50 0.67 -0.06 -0.01
S 2.39 -0.07 -0.05 0.78